1:
Here is the molecule C17H23NO4 from OMol25. Energies are from ωB97M-V with the def2-TZVPD basis set.

Summary:
Frontier orbital gap   9.9 eV
SMILES   CCCCCCC(=O)NCC(=O)OCC(=O)c1ccccc1
HOMO   -9.552 eV

The geometry in XYZ format:
```
45
C17H23NO4 (ωB97M-V with the def2-TZVPD basis set)
C 1.2569 -2.8646 -0.3929
C 2.6728 -2.5542 -0.8647
C 2.7559 -1.3099 -1.7503
C 2.3204 -0.0088 -1.0765
C 3.1877 0.3742 0.1217
C 2.9570 1.8326 0.5401
C 1.4975 2.0781 0.8623
O 0.7336 2.6715 0.1326
N 1.1163 1.5979 2.0795
C -0.2781 1.5196 2.4273
C -0.8091 0.1151 2.1861
O -0.1022 -0.8386 1.9843
O -2.1368 0.0869 2.2126
C -2.7911 -1.1369 1.8899
C -3.7489 -0.9513 0.7091
O -4.8127 -1.5215 0.6941
C -3.3015 -0.0238 -0.3487
C -1.9689 0.0767 -0.7471
C -1.6018 0.9960 -1.7115
C -2.5558 1.8210 -2.2856
C -3.8867 1.7073 -1.9162
C -4.2610 0.7846 -0.9587
H 1.2292 -3.8364 0.0954
H 0.9111 -2.1236 0.3219
H 0.5710 -2.8874 -1.2381
H 3.3275 -2.4376 0.0006
H 3.0475 -3.4028 -1.4432
H 2.1287 -1.4677 -2.6314
H 3.7867 -1.1971 -2.0975
H 2.3717 0.7939 -1.8164
H 1.2815 -0.0890 -0.7555
H 2.9666 -0.2891 0.9599
H 4.2421 0.2496 -0.1362
H 3.5693 2.0729 1.4113
H 3.2350 2.4956 -0.2802
H 1.7301 0.9510 2.5514
H -0.8213 2.2191 1.7852
H -0.4374 1.7946 3.4743
H -2.0423 -1.9009 1.6419
H -3.3637 -1.4674 2.7611
H -1.2243 -0.5853 -0.3319
H -0.5678 1.0812 -2.0068
H -2.2602 2.5488 -3.0259
H -4.6325 2.3400 -2.3738
H -5.2919 0.6855 -0.6534
```

=====

2:
Here is the molecule C17H23NO4 from OMol25. Energies are from ωB97M-V with the def2-TZVPD basis set.

Summary:
Frontier orbital gap   8.5 eV
SMILES   CCN(CC)CCOC(=O)c1cc2cc(COC)ccc2o1
HOMO   -8.265 eV

The geometry in XYZ format:
```
45
C17H23NO4 (ωB97M-V with the def2-TZVPD basis set)
C -1.9892 -1.4738 -1.4254
C -3.4751 -1.1256 -1.4735
N -3.8365 -0.2435 -0.3818
C -4.7577 0.8228 -0.7256
C -4.0243 1.9828 -1.3919
C -4.1053 -0.9030 0.8733
C -3.3866 -0.1779 2.0217
O -1.9843 -0.2854 1.8259
C -1.3573 0.7608 1.2866
O -1.8352 1.8580 1.1221
C 0.0309 0.4308 0.9337
C 0.9808 1.2431 0.3811
C 2.1401 0.4364 0.2142
C 3.4247 0.6455 -0.2846
C 4.3148 -0.4100 -0.2816
C 5.7137 -0.2021 -0.8180
O 6.2576 1.0595 -0.5065
C 6.5511 1.2195 0.8591
C 3.9311 -1.6659 0.2090
C 2.6639 -1.9038 0.6984
C 1.7739 -0.8395 0.6982
O 0.4976 -0.8324 1.1308
H -1.7340 -1.9545 -0.4843
H -1.3977 -0.5658 -1.5148
H -1.7320 -2.1448 -2.2418
H -4.0749 -2.0518 -1.4608
H -3.6852 -0.6122 -2.4133
H -5.5692 0.4581 -1.3798
H -5.2149 1.1881 0.1964
H -3.2326 2.3298 -0.7340
H -4.7143 2.8008 -1.5835
H -3.5808 1.6752 -2.3355
H -5.1808 -0.9481 1.1081
H -3.7217 -1.9248 0.8332
H -3.6114 -0.6513 2.9802
H -3.6646 0.8799 2.0440
H 0.8548 2.2762 0.1310
H 3.7279 1.6109 -0.6594
H 5.6951 -0.2403 -1.9126
H 6.3759 -1.0028 -0.4538
H 5.6516 1.1321 1.4793
H 7.2838 0.4744 1.1944
H 6.9727 2.2165 0.9693
H 4.6520 -2.4702 0.1996
H 2.3716 -2.8714 1.0726
```

=====

Most stable to least stable: 1, 2

=====

1:
Here is a 2-piece molecular cluster, C9H13N4O2 overall from OMol25. Energies are from ωB97M-V with the def2-TZVPD basis set.

Summary:
Frontier orbital gap (alpha / beta)   6.0 / 6.3 eV
HOMO (alpha / beta)   -11.526 / -12.214 eV
Total charge   +1

The geometry in XYZ format:
```
28
C9H13N4O2 (ωB97M-V with the def2-TZVPD basis set)
C -1.2953 -2.7391 -5.5299
C -0.8744 -1.4226 -5.4200
C -1.3833 -3.4914 -4.3392
C -0.6405 -0.9093 -4.2295
C -1.0476 -3.0298 -3.0806
C -0.5763 -1.6859 -3.0109
C 0.6892 -0.0949 0.1060
C 1.9723 2.6977 2.6150
C -1.2825 0.9926 4.4594
N -0.2021 -1.2619 -1.8094
N -0.3597 0.2756 0.5691
N 0.6304 -0.5731 -1.3334
N -0.2180 1.9610 2.5303
O 0.5898 2.9989 2.4895
O -0.1087 1.3166 3.8180
H -1.6684 -3.2054 -6.4944
H -0.7084 -0.8396 -6.2603
H -1.7994 -4.4783 -4.3517
H -0.3992 0.2241 -4.1026
H -1.0126 -3.6826 -2.1408
H 1.6580 -0.0241 0.4281
H 2.1402 1.6236 2.4321
H 2.1094 3.0186 3.6515
H 2.6034 3.2008 1.9534
H -1.0433 0.2174 5.2218
H -1.9445 0.3794 3.8255
H -1.8397 1.7920 4.8092
H -1.1700 2.3148 2.3196
```

=====

2:
Here is a 2-piece molecular cluster, C9H13N4O2 overall from OMol25. Energies are from ωB97M-V with the def2-TZVPD basis set.

Summary:
Frontier orbital gap   8.8 eV
HOMO   -12.244 eV
Total charge   +1

The geometry in XYZ format:
```
28
C9H13N4O2 (ωB97M-V with the def2-TZVPD basis set)
C -5.3697 0.9966 -0.3164
C -4.0636 1.1964 -0.0826
C -5.9100 -0.3068 -0.4611
C -3.8347 -1.1774 -0.2220
C -3.1802 0.0814 0.0189
C -1.1700 -0.8171 0.6065
C 3.9932 -0.9035 -0.7941
C 2.5890 -1.4082 -0.3911
C 3.3770 0.5597 -0.5825
N -5.0842 -1.3460 -0.5283
N -1.7707 0.2482 0.3631
N 1.0699 0.3581 0.4173
N 1.9937 -0.0658 -0.5191
O -0.9302 -1.9435 0.6925
O 0.3507 1.4947 -0.1594
H -6.1336 1.7517 -0.2092
H -3.6253 2.2190 -0.0991
H -6.9726 -0.4094 -0.7825
H -3.2554 -2.0957 -0.2344
H 4.7024 -1.2150 -0.0246
H 4.3746 -1.2440 -1.8189
H 2.0392 -2.1233 -1.0283
H 2.5157 -1.6987 0.6827
H 3.8735 0.8547 0.4544
H 3.6406 1.2822 -1.2882
H -1.2860 1.1347 0.0943
H 1.7178 0.0404 -1.5016
H 0.8788 2.2211 0.1085
```

=====

Most stable to least stable: 2, 1

=====

1:
Here is an isolated ion of composition C7H12 and charge +1 from OMol25. Energies are from ωB97M-V with the def2-TZVPD basis set.

Summary:
Frontier orbital gap (alpha / beta)   10.0 / 6.9 eV
⟨S²⟩   0.780
HOMO (alpha / beta)   -14.641 / -14.698 eV
Spin multiplicity   2
Total charge   +1

The geometry in XYZ format:
```
19
C7H12 (ωB97M-V with the def2-TZVPD basis set)
C -0.0105 -2.4332 0.1310
C 0.6055 -1.0215 -0.1860
C 1.8889 -0.7082 -0.6456
C -0.2526 1.1918 -0.6970
C -0.2797 0.1269 0.1568
C -1.2150 -0.0249 1.2897
C -0.4726 2.7163 -0.2896
H -0.0887 -2.5620 1.2297
H 0.7858 -3.0839 -0.1638
H -1.0202 -2.5187 -0.3333
H 2.0975 0.3169 -0.6416
H 2.5243 -1.5122 -0.9705
H 0.3594 1.0336 -1.5970
H -0.8624 -0.3023 2.3336
H -1.9675 -0.7570 0.9717
H -1.7867 0.8681 1.5246
H -0.9686 3.0153 0.6381
H -1.0780 3.1286 -1.1896
H 0.4216 3.2898 -0.3579
```

=====

2:
Here is an isolated ion of composition C7H12 and charge +1 from OMol25. Energies are from ωB97M-V with the def2-TZVPD basis set.

Summary:
Frontier orbital gap (alpha / beta)   9.8 / 7.8 eV
⟨S²⟩   0.784
HOMO (alpha / beta)   -14.534 / -15.496 eV
Spin multiplicity   2
Total charge   +1

The geometry in XYZ format:
```
19
C7H12 (ωB97M-V with the def2-TZVPD basis set)
C 1.1321 -2.5205 -0.3335
C 0.5582 -1.3769 0.4930
C 0.7686 0.0017 -0.0702
C 1.7251 0.2757 -1.0398
C -2.5025 1.9377 0.3531
C -1.4753 0.8963 0.4575
C -0.1507 1.0553 0.1533
H 0.7081 -3.4512 0.0362
H 0.8162 -2.3997 -1.3673
H 2.2138 -2.5617 -0.3410
H 0.9785 -1.3396 1.4981
H -0.5138 -1.5107 0.5946
H 2.4140 -0.4950 -1.3497
H 1.7188 1.2422 -1.5151
H -2.1203 2.9506 0.2918
H -3.1894 1.8778 1.2033
H -3.1375 1.7746 -0.5244
H -1.8729 -0.0766 0.7207
H 0.2359 2.0294 -0.1323
```

=====

Most stable to least stable: 2, 1